Entry 1:
ORCA calculation (wB97M-V/def2-TZVPD) on a cluster of 2 separate species, C4H14NO in total.

The calculation puts the energy at -7890.1457 eV. The calculation puts the energy above the lowest of the compared OMol25 structures with the same formula, charge and spin at 45.1 kcal/mol. Its total charge is +2. The expectation value of S² is 0.7549. Its spin multiplicity is 2.

Cartesian coordinates (Å):
C 0.454137 -0.413994 -1.713868
C -0.688840 -0.037208 -0.806654
N -0.134584 0.969211 0.361323
C 0.892446 1.950572 -0.193241
C -1.380234 -1.130237 -0.100642
H 1.357623 -0.663651 -1.149276
H 0.121014 -1.291186 -2.270299
H 0.691384 0.363421 -2.444002
H -1.468093 0.621262 -1.207610
H 0.311930 0.467740 1.131013
H -0.856365 1.598577 0.714270
H 1.818916 1.436374 -0.404859
H 0.903460 2.799172 0.498108
H 0.507592 2.334314 -1.143816
H -0.652154 -1.823233 0.328648
H -2.117439 -0.845833 0.681449
H -2.087962 -1.739033 -0.737999
H 0.993603 -0.915572 3.292958
H 0.693984 -2.327424 2.673389
O 0.639581 -1.353277 2.491100

Forces on atoms 1 to 6 (eV/Å):
C -0.7291 -0.3658 0.1417
C 0.8958 1.4917 1.8121
N 0.7780 0.7682 -1.5988
C -0.8972 0.1678 -0.4143
C -1.2223 -0.7707 0.6307
H -0.0418 -0.0629 -0.1221

Entry 2:
ORCA calculation (wB97M-V/def2-TZVPD) on a cluster of 2 separate species, C4H14NO2 in total.

The calculation puts the energy at -9953.6209 eV. The calculation puts the energy above the lowest of the compared OMol25 structures with the same formula, charge and spin at 26.3 kcal/mol. Its total charge is +1. Its spin multiplicity is 1.

Cartesian coordinates (Å):
O -0.607003 -1.666842 2.045406
C 0.607736 -1.401391 1.394621
C 0.384192 -1.052791 -0.100593
N -0.975648 -0.358222 -0.173155
C -1.021254 1.145467 -0.239888
C -0.364941 1.808054 0.945993
H -0.656105 -2.600986 2.273023
H 1.316862 -2.223801 1.492402
H 1.126667 -0.526633 1.795779
H 0.287775 -1.883550 -0.757805
H 1.053542 -0.300897 -0.455730
H -1.306485 -0.622009 -1.088541
H -1.645971 -0.766148 0.482635
H -2.086774 1.381505 -0.269454
H -0.519530 1.437520 -1.159491
H -0.521577 2.882843 0.851956
H 0.720216 1.690201 0.983897
H -0.817109 1.488424 1.883165
H 1.266172 1.153389 -3.520275
H 2.329479 0.092931 -3.330364
O 1.429762 0.322945 -3.053586

Forces on atoms 1 to 6 (eV/Å):
O -0.1463 -0.0049 -0.0017
C 1.0863 0.2797 -0.8217
C -1.5315 0.7065 1.7155
N 0.1902 -0.1574 -1.4034
C 0.1608 0.0076 0.7263
C 0.0321 0.3790 0.1245

Entry 3:
ORCA calculation (wB97M-V/def2-TZVPD) on a cluster of 3 separate species, C4H14NO2 in total.

The calculation puts the energy at -9953.1843 eV. The calculation puts the energy above the lowest of the compared OMol25 structures with the same formula, charge and spin at 36.4 kcal/mol. Its total charge is +1. Its spin multiplicity is 1.

Cartesian coordinates (Å):
C -1.200746 -1.323347 -0.708564
C -1.159640 -0.712303 -2.078927
C -0.111582 0.433259 -2.216901
C -0.463855 1.712490 -2.234485
N -0.790170 -0.379724 0.397557
H -2.223985 -1.676159 -0.579489
H -0.519590 -2.161340 -0.563059
H -0.709539 -1.412837 -2.789726
H -2.092577 -0.399733 -2.536753
H 0.869695 0.026420 -2.428910
H 0.321995 2.449235 -2.349276
H -1.503737 2.008534 -2.201828
H -0.990386 0.580092 0.098750
H -1.384495 -0.530927 1.212909
H 0.157820 -0.495308 0.798406
H 2.773144 1.522700 4.428228
H 2.428525 2.267561 3.152650
O 2.119354 1.567409 3.754863
H 1.899843 -1.809168 2.253938
H 1.465203 -0.402086 2.453332
O 1.114727 -1.264762 2.137288

Forces on atoms 1 to 6 (eV/Å):
C 0.0890 -0.8270 0.3246
C 2.4010 1.2137 -1.7060
C -1.5992 -0.9569 -0.0029
C 0.9222 -0.3297 -0.0793
N -1.6062 0.5976 0.3682
H 0.1558 0.0456 0.7298

Entry 4:
ORCA calculation (wB97M-V/def2-TZVPD) on a cluster of 3 separate species, C4H14NO2 in total.

The calculation puts the energy at -9939.8779 eV. The calculation puts the energy above the lowest of the compared OMol25 structures with the same formula, charge and spin at 11.9 kcal/mol. Its total charge is +2. The expectation value of S² is 0.7532. Its spin multiplicity is 2.

Cartesian coordinates (Å):
C 1.797269 -1.297760 1.336631
C 0.737265 -0.184150 1.564157
C -0.440052 -0.239803 0.707814
C -1.673539 -0.857121 0.900051
N -0.305649 0.535459 -0.525920
H 2.586610 -1.205291 2.081547
H 1.422295 -2.317214 1.372750
H 2.320475 -1.136543 0.394583
H 0.309802 -0.317876 2.569385
H 1.242879 0.777548 1.462773
H -1.933354 -1.239047 1.885282
H -2.427386 -0.991542 0.133821
H -1.146050 0.588408 -1.134988
H 0.522154 0.337854 -1.143921
H -0.136248 1.536120 -0.350256
H -3.680185 1.023069 -1.106046
H -2.880731 2.351821 -1.283935
O -2.797984 1.412095 -1.069792
H 2.537152 -0.301890 -2.427842
H 1.819494 0.970371 -3.089175
O 2.125774 0.555488 -2.276925

Forces on atoms 1 to 6 (eV/Å):
C 0.9674 -0.5422 -0.4006
C -1.2625 -0.2386 0.8496
C 1.1598 1.0910 -1.2905
C -0.3752 -0.5570 0.7592
N -0.0106 0.5958 -0.9428
H -0.3155 0.1778 0.2948

Entry 5:
ORCA calculation (wB97M-V/def2-TZVPD) on a cluster of 3 separate species, C4H14NO2 in total.

The calculation puts the energy at -9935.1263 eV. The calculation puts the energy above the lowest of the compared OMol25 structures with the same formula, charge and spin at 121.5 kcal/mol. Its total charge is +2. The expectation value of S² is 1.7644. Its spin multiplicity is 2.

Cartesian coordinates (Å):
C 2.500754 -0.770872 0.117434
C 1.979622 0.148576 1.188783
C 1.124686 1.291807 0.657929
C -0.458982 0.812148 0.468112
O -0.670948 0.092026 -0.586754
N -4.351393 -2.386538 0.904131
H 1.668039 -1.136603 -0.516890
H 3.126293 -0.237657 -0.598200
H 2.972966 -1.663283 0.521954
H 2.827984 0.695645 1.637020
H 1.402113 1.578224 -0.357625
H 1.177416 2.194706 1.265262
H -1.019301 1.770466 0.491147
H -0.601293 0.161047 1.353873
H 0.087870 0.616832 -1.919497
H -5.019961 -1.694252 1.270861
H 1.448147 -0.374422 1.988319
H -3.963924 -3.076129 1.564055
H 0.357646 1.225914 -3.353217
H -4.702397 -2.849559 0.050719
O 0.687712 1.173220 -2.446515

Forces on atoms 1 to 6 (eV/Å):
C -0.7926 -0.0982 -0.5008
C -0.5450 0.1191 -0.4325
C 1.6938 0.3996 -0.4899
C 0.2098 -0.5451 -0.0104
O -0.1562 0.2939 1.0578
N -2.0087 -1.5882 0.2323

Entry 6:
ORCA calculation (wB97M-V/def2-TZVPD) on a cluster of 2 separate species, C4H14NO2 in total.

The calculation puts the energy at -9938.8662 eV. The calculation puts the energy above the lowest of the compared OMol25 structures with the same formula, charge and spin at 35.2 kcal/mol. Its total charge is +2. The expectation value of S² is 0.7553. Its spin multiplicity is 2.

Cartesian coordinates (Å):
C -1.409895 0.880596 0.225112
O -1.172444 1.231436 1.549311
C -0.118107 0.122664 -0.320534
C -0.196575 -0.042313 -1.846895
C 0.946816 -0.946556 -2.286829
N 1.172590 0.851032 0.061244
H -2.289498 0.257067 0.151954
H -1.580086 1.819422 -0.319542
H -1.759836 0.666153 2.109943
H -0.027560 -0.813918 0.233636
H -1.193220 -0.421299 -2.093149
H -0.058220 0.957449 -2.235424
H 1.939828 -0.510356 -2.143812
H 0.893737 -1.912025 -1.799859
H 0.908595 -1.108173 -3.373855
H 1.934217 0.178189 -0.076130
H 1.195724 0.978441 1.083672
H 1.356622 1.740733 -0.412003
H -0.344898 -0.508300 3.784936
H -0.083470 -2.031121 4.219104
O -0.114312 -1.389121 3.489128

Forces on atoms 1 to 6 (eV/Å):
C -0.6077 0.6081 0.8039
O -0.3776 -0.8536 -0.4780
C 1.1233 -0.0480 -0.2049
C -0.0681 0.3367 0.7453
C 0.2690 -0.1785 -0.3956
N -0.5515 -0.7103 1.0324

Entry 7:
ORCA calculation (wB97M-V/def2-TZVPD) on a cluster of 3 separate species, C4H14NO3 in total.

The calculation puts the energy at -12008.2083 eV. The calculation puts the energy above the lowest of the compared OMol25 structures with the same formula, charge and spin at 15.9 kcal/mol. Its total charge is -1. Its spin multiplicity is 1.

Cartesian coordinates (Å):
C -0.506651 -0.611715 1.117879
O -0.019006 -1.856690 0.757826
C -1.152581 0.116948 -0.090345
C -1.673757 1.501608 0.357634
C -0.497943 2.569786 0.271243
N -2.223707 -0.632774 -0.736448
H 0.184999 0.101242 1.588274
H -1.331438 -0.881190 1.820004
H -0.318020 0.324807 -0.768041
H -2.056164 1.478814 1.384292
H -2.418250 1.858500 -0.351153
H -0.394868 3.099771 1.218660
H 0.468130 2.076540 0.143769
H -0.744060 3.093774 -0.646015
H -2.790239 -1.068238 -0.005774
H -1.848573 -1.405514 -1.276382
H 1.311395 -1.138332 -1.339245
H 0.984313 -1.802988 0.228290
O 1.902913 -1.604770 -0.738678
H 3.620842 -1.828901 -1.128499
H 4.922692 -1.390361 -0.572400
O 4.579964 -2.000311 -1.234885

Forces on atoms 1 to 6 (eV/Å):
C -1.2292 -0.9991 -0.6176
O 1.1317 -0.0210 0.2111
C -0.0300 0.6532 0.9298
C 1.5985 0.4511 -0.1813
C -0.7158 -1.6583 0.3428
N -0.1634 -0.1815 -0.1323

Entry 8:
ORCA calculation (wB97M-V/def2-TZVPD) on a cluster of 3 separate species, C4H14NO3 in total.

The calculation puts the energy at -12007.5017 eV. The calculation puts the energy above the lowest of the compared OMol25 structures with the same formula, charge and spin at 32.2 kcal/mol. Its total charge is -1. Its spin multiplicity is 1.

Cartesian coordinates (Å):
C 0.259141 -0.147974 2.935746
C -0.457257 -0.590666 1.687490
C -2.020924 -0.287078 1.752971
N -0.000856 -0.126236 0.404828
C 1.447615 -0.556985 -0.075030
O 1.934781 0.409342 -0.874199
H -0.038190 0.886198 3.174217
H 0.029420 -0.900288 3.710607
H 1.335307 -0.118093 2.840823
H -0.465080 -1.730227 1.708349
H -2.495998 -0.908393 2.491000
H -2.000922 0.751159 2.081878
H -2.448976 -0.360482 0.760360
H -0.147981 0.874681 0.282678
H 2.088898 -0.679430 0.814581
H 1.196303 -1.433537 -0.661001
H -0.792123 0.926626 -2.020106
H -1.661484 0.090186 -1.452613
O -1.745738 0.751132 -2.163209
H -0.005748 0.225390 -3.256842
H 1.317980 0.591548 -2.289275
O 0.928247 0.397367 -3.222647

Forces on atoms 1 to 6 (eV/Å):
C -0.1855 0.2201 0.3943
C -1.9909 -2.0665 -1.0529
C 2.3472 0.7280 0.3747
N 0.7067 -0.6422 -0.1061
C -1.3892 2.6731 -0.7328
O 0.1903 0.2732 0.3368

Q: Look up the energy of the second one.
A: -9953.6209 eV